1.
Molecular formula: C3H7N3S
Method: DFT, ωB97M-V/def2-TZVPD

The LUMO energy is 0.022 Eh. For the largest force on an atom, the calculation gives 0.031 hartree/bohr. Its spin multiplicity is 1. For the highest occupied orbital energy, the calculation gives -9.51 eV. The value obtained for the energy above the lowest of the compared OMol25 structures with the same formula, charge and spin is 87.18 kJ/mol. As for the total charge: 0. The value obtained for the gap between HOMO and LUMO is 10.11 eV. Its structure (SMILES) is [H]/N=C\N/C(=N/[H])SC.

CARTESIAN COORDINATES (ANGSTROEM)
1 H 3.418 -1.239 0.447
2 N 3.452 -0.264 0.158
3 C 2.310 0.232 -0.033
4 N 1.085 -0.426 -0.024
5 C -0.065 0.322 -0.064
6 N -0.018 1.574 -0.084
7 H -0.909 1.953 -0.247
8 S -1.494 -0.803 -0.144
9 C -2.892 0.238 0.274
10 H 2.202 1.278 -0.231
11 H 1.066 -1.432 -0.110
12 H -2.799 0.648 1.277
13 H -2.997 1.093 -0.461
14 H -3.836 -0.379 0.215

2.
Molecular formula: C3H7N3S
Method: DFT, ωB97M-V/def2-TZVPD

The LUMO energy is 0.032 Eh. For the largest force on an atom, the calculation gives 0.111 hartree/bohr. Its spin multiplicity is 1. For the highest occupied orbital energy, the calculation gives -7.86 eV. The value obtained for the energy above the lowest of the compared OMol25 structures with the same formula, charge and spin is 412.26 kJ/mol. As for the total charge: 0. The value obtained for the gap between HOMO and LUMO is 8.74 eV.

CARTESIAN COORDINATES (ANGSTROEM)
1 C 1.632 1.247 0.771
2 C 0.017 1.346 0.511
3 C -1.558 -1.910 -1.233
4 N 1.867 -0.079 1.037
5 N 1.063 -0.918 0.919
6 N -0.431 -0.041 0.322
7 S -0.430 -0.462 -1.325
8 H 2.119 1.638 -0.047
9 H 1.895 1.827 1.531
10 H -0.533 1.727 1.467
11 H -0.134 1.966 -0.396
12 H -2.546 -1.560 -0.750
13 H -1.292 -2.657 -0.601
14 H -1.669 -2.123 -2.206

3.
Molecular formula: C3H7N4
Method: DFT, ωB97M-V/def2-TZVPD

The LUMO energy is -0.120 Eh. For the largest force on an atom, the calculation gives 0.104 hartree/bohr. Its spin multiplicity is 1. For the highest occupied orbital energy, the calculation gives -14.05 eV. The value obtained for the energy above the lowest of the compared OMol25 structures with the same formula, charge and spin is 271.52 kJ/mol. As for the total charge: +1. The value obtained for the gap between HOMO and LUMO is 10.78 eV. Its structure (SMILES) is Nn1cc[n+](N)c1.

CARTESIAN COORDINATES (ANGSTROEM)
1 N 0.224 1.060 2.165
2 N 0.141 0.609 0.917
3 C 0.156 1.303 -0.241
4 C -0.097 0.491 -1.278
5 N -0.124 -0.777 -0.761
6 N -0.206 -1.954 -1.457
7 C 0.046 -0.652 0.623
8 H -0.036 0.429 2.854
9 H 0.275 1.972 2.369
10 H -0.065 2.431 -0.159
11 H -0.077 0.706 -2.271
12 H 0.609 -2.145 -1.961
13 H -1.058 -1.941 -1.966
14 H 0.211 -1.532 1.167